Run 1
185
Properties=species:S:1:pos:R:3 method="wB97M-V/def2-TZVPD" homo_lumo_gap_ev=4.60 e_lumo_ha=-0.02158 charge=0 homo_energy_ev=-5.19 spin_multiplicity=1
C 4.33 4.11 2.50
C 4.55 3.20 1.29
C 3.32 2.95 0.45
C 2.38 1.89 0.99
P 1.15 1.29 -0.23
C 1.98 0.46 -1.60
C 2.34 -1.01 -1.34
C 2.59 -1.68 -2.70
C 3.99 -1.37 -3.30
C 0.27 2.81 -0.73
C 0.94 3.69 -1.84
C 0.88 3.09 -3.24
C 1.35 4.11 -4.31
C 0.06 0.21 0.70
C 0.47 -1.00 1.56
C -0.70 -1.83 2.03
C -1.67 -1.15 2.99
H 5.18 4.06 3.17
H 3.38 3.88 3.01
H 4.11 5.10 2.09
H 4.97 2.25 1.67
H 5.41 3.60 0.75
H 3.60 2.83 -0.60
H 2.79 3.91 0.39
H 1.84 2.23 1.87
H 2.89 0.93 1.16
H 2.84 1.11 -1.78
H 1.23 0.50 -2.40
H 1.46 -1.55 -0.99
H 3.12 -1.11 -0.58
H 1.90 -1.31 -3.46
H 2.56 -2.76 -2.60
H 4.76 -1.94 -2.76
H 4.20 -0.31 -3.33
H 4.01 -1.84 -4.29
H 0.14 3.45 0.15
H -0.70 2.49 -1.12
H 1.91 4.04 -1.50
H 0.33 4.60 -1.86
H -0.14 2.75 -3.43
H 1.55 2.24 -3.33
H 2.03 4.85 -3.89
H 0.57 4.61 -4.87
H 1.86 3.54 -5.09
H -0.69 -0.23 0.02
H -0.45 0.90 1.38
H 1.16 -0.66 2.35
H 1.12 -1.62 0.94
H -0.28 -2.72 2.53
H -1.21 -2.29 1.18
H -1.12 -0.50 3.68
H -2.27 -1.85 3.56
H -2.40 -0.54 2.45
C -3.54 -8.63 -4.93
C -4.22 -7.47 -4.18
C -3.49 -7.05 -2.90
C -3.98 -5.66 -2.44
P -3.46 -5.12 -0.80
C -1.68 -5.07 -0.49
C -0.96 -6.42 -0.40
C 0.48 -6.28 0.08
C 1.43 -5.70 -0.96
C -4.25 -3.54 -0.55
C -4.31 -2.88 0.82
C -4.99 -1.50 0.80
C -6.51 -1.62 0.74
C -4.25 -6.28 0.35
C -3.75 -6.28 1.79
C -4.59 -6.94 2.85
C -3.93 -7.31 4.18
H -2.48 -8.63 -4.67
H -3.63 -8.38 -5.99
H -3.91 -9.63 -4.69
H -5.25 -7.73 -3.94
H -4.25 -6.59 -4.82
H -2.42 -6.92 -3.05
H -3.68 -7.80 -2.13
H -5.07 -5.58 -2.44
H -3.49 -4.91 -3.08
H -1.62 -4.60 0.50
H -1.27 -4.36 -1.21
H -0.91 -6.85 -1.40
H -1.50 -7.15 0.20
H 0.84 -7.31 0.23
H 0.68 -5.81 1.04
H 1.45 -6.31 -1.87
H 2.48 -5.80 -0.66
H 1.31 -4.63 -1.14
H -5.28 -3.72 -0.89
H -3.84 -2.87 -1.33
H -3.31 -2.77 1.24
H -4.76 -3.56 1.55
H -4.56 -1.03 -0.09
H -4.63 -1.00 1.70
H -6.82 -1.95 1.73
H -6.82 -2.38 0.02
H -7.00 -0.72 0.39
H -4.19 -7.30 -0.05
H -5.31 -6.01 0.31
H -3.43 -5.29 2.14
H -2.73 -6.69 1.84
H -5.16 -7.78 2.42
H -5.46 -6.35 3.19
H -4.51 -8.06 4.72
H -3.90 -6.47 4.87
H -2.91 -7.65 4.00
O -1.23 0.38 -2.10
C -1.79 -0.67 -2.81
C -1.15 -2.06 -2.84
O -1.99 -3.05 -3.29
H -2.09 -0.40 -3.86
H -2.84 -0.69 -2.41
H -0.97 -2.28 -1.75
H -0.24 -2.04 -3.45
O -6.31 4.27 -3.02
C -5.51 3.52 -3.51
O -4.19 3.56 -3.19
C -3.53 2.43 -3.82
C -4.48 1.82 -4.82
C -5.84 2.40 -4.48
H -3.25 1.68 -3.08
H -2.60 2.67 -4.33
H -4.42 0.73 -4.74
H -4.24 2.11 -5.84
H -6.41 1.76 -3.81
H -6.40 2.71 -5.35
O 2.04 3.83 7.34
C 3.11 4.32 7.09
O 3.53 5.44 7.74
C 4.87 5.77 7.37
C 5.41 4.50 6.69
C 4.15 3.86 6.10
H 5.49 5.97 8.23
H 4.91 6.61 6.68
H 5.97 3.89 7.39
H 6.10 4.68 5.86
H 4.12 2.79 5.99
H 3.93 4.42 5.19
O 0.43 4.19 2.85
C 0.10 5.19 2.27
O 0.96 5.79 1.41
C 0.39 7.00 0.90
C -1.09 6.74 1.06
C -1.27 5.90 2.30
H 0.59 7.14 -0.16
H 0.67 7.87 1.49
H -1.54 6.26 0.19
H -1.67 7.67 1.16
H -2.06 5.17 2.20
H -1.25 6.43 3.26
C 0.35 0.62 -5.41
Cl 0.80 -1.07 -5.69
Cl -0.84 1.23 -6.55
H -0.16 0.58 -4.45
H 1.25 1.22 -5.39
C -3.41 1.60 0.50
Cl -2.60 2.44 1.90
Cl -5.09 2.07 0.47
H -2.95 2.07 -0.36
H -3.21 0.54 0.51
C 5.65 3.05 -2.75
Cl 5.94 1.86 -1.47
Cl 4.93 2.34 -4.19
H 5.03 3.86 -2.39
H 6.61 3.41 -3.11
C 5.51 -0.92 1.68
Cl 4.04 -0.94 2.65
Cl 5.80 -2.38 0.72
H 5.35 -0.10 1.00
H 6.37 -0.69 2.30
C 2.96 8.96 -2.15
Br 3.35 9.54 -0.35
Br 1.62 10.01 -3.04
Br 2.53 7.06 -2.27
H 3.83 9.12 -2.78
C 8.43 2.46 3.97
Br 9.25 2.77 5.69
Br 8.35 4.08 2.88
Br 6.67 1.69 4.06
H 9.09 1.83 3.38
C 1.84 0.82 6.50
Br 0.69 -0.66 7.04
Br 1.92 1.05 4.59
Br 3.62 0.43 7.25
H 1.48 1.75 6.91

Run 2
185
Properties=species:S:1:pos:R:3 method="wB97M-V/def2-TZVPD" homo_lumo_gap_ev=3.69 e_lumo_ha=-0.03179 charge=0 homo_energy_ev=-4.56 spin_multiplicity=1
C -9.44 -7.70 -0.70
C -9.72 -8.85 0.31
C -10.11 -8.26 1.68
C -9.04 -7.22 2.31
P -9.36 -6.65 4.00
C -10.38 -7.85 4.98
C -10.99 -7.39 6.39
C -11.54 -8.64 7.08
C -10.52 -9.38 7.98
C -7.84 -6.20 4.71
C -6.94 -7.29 5.38
C -5.50 -6.90 5.75
C -5.49 -6.03 6.92
C -10.40 -5.22 3.85
C -11.91 -5.35 3.41
C -12.63 -3.97 3.29
C -14.16 -3.98 3.33
H -8.78 -6.91 -0.32
H -10.43 -7.31 -0.93
H -8.87 -8.11 -1.53
H -8.80 -9.42 0.42
H -10.42 -9.57 -0.11
H -10.14 -9.08 2.39
H -11.08 -7.77 1.59
H -9.03 -6.33 1.69
H -8.00 -7.53 2.27
H -9.72 -8.71 5.14
H -11.11 -8.08 4.21
H -11.78 -6.65 6.27
H -10.23 -6.90 7.00
H -12.05 -9.30 6.38
H -12.30 -8.28 7.77
H -9.69 -8.84 8.45
H -10.00 -10.16 7.42
H -11.02 -9.86 8.82
H -8.05 -5.51 5.53
H -7.32 -5.53 4.02
H -6.93 -8.18 4.74
H -7.37 -7.57 6.34
H -5.08 -6.40 4.88
H -4.94 -7.82 5.94
H -4.47 -5.85 7.28
H -5.97 -6.59 7.72
H -6.02 -5.10 6.71
H -9.95 -4.63 3.05
H -10.28 -4.68 4.79
H -12.35 -6.10 4.06
H -11.90 -5.76 2.40
H -12.37 -3.42 2.39
H -12.12 -3.26 3.95
H -14.65 -4.29 2.41
H -14.66 -3.06 3.64
H -14.49 -4.69 4.09
C -15.17 -3.92 -0.54
C -13.68 -3.74 -0.44
C -13.00 -3.12 -1.62
C -11.59 -2.43 -1.39
P -10.15 -2.60 -2.60
C -10.84 -1.97 -4.08
C -11.37 -0.53 -4.01
C -12.19 -0.27 -5.32
C -12.75 1.20 -5.38
C -8.63 -1.55 -2.32
C -7.53 -1.64 -3.41
C -6.32 -0.78 -2.91
C -6.75 0.76 -2.89
C -9.82 -4.39 -2.82
C -10.09 -4.94 -4.18
C -9.65 -6.40 -4.23
C -10.03 -7.04 -5.54
H -15.62 -4.68 0.10
H -15.23 -4.46 -1.49
H -15.75 -3.00 -0.58
H -13.31 -4.72 -0.15
H -13.57 -3.05 0.40
H -13.66 -2.31 -1.94
H -13.04 -3.80 -2.47
H -11.27 -2.77 -0.41
H -11.69 -1.39 -1.06
H -11.69 -2.61 -4.31
H -10.19 -2.07 -4.95
H -10.53 0.16 -4.11
H -12.00 -0.27 -3.16
H -12.96 -1.04 -5.29
H -11.56 -0.35 -6.21
H -13.48 1.16 -6.20
H -12.06 1.98 -5.70
H -13.20 1.59 -4.47
H -8.19 -2.02 -1.44
H -8.95 -0.57 -1.96
H -7.87 -1.34 -4.40
H -7.15 -2.65 -3.49
H -5.45 -0.83 -3.56
H -5.88 -1.09 -1.96
H -5.93 1.46 -2.79
H -7.38 1.05 -2.05
H -7.37 1.12 -3.72
H -10.42 -4.87 -2.04
H -8.78 -4.48 -2.53
H -9.35 -4.43 -4.80
H -11.09 -4.71 -4.56
H -10.29 -6.77 -3.43
H -8.58 -6.53 -4.06
H -9.60 -8.03 -5.41
H -9.59 -6.61 -6.43
H -11.10 -7.13 -5.72
O -5.35 -4.73 0.56
C -6.69 -4.31 0.17
C -7.82 -3.77 1.14
O -9.18 -3.56 0.70
H -7.06 -5.19 -0.37
H -6.67 -3.53 -0.59
H -7.45 -2.77 1.37
H -7.85 -4.36 2.05
O -14.82 -6.35 5.64
C -14.92 -6.23 6.86
O -15.28 -7.36 7.64
C -15.06 -7.12 9.02
C -14.35 -5.80 9.05
C -14.46 -5.04 7.72
H -14.37 -7.87 9.42
H -15.97 -7.20 9.62
H -13.27 -5.92 9.11
H -14.79 -5.24 9.88
H -13.52 -4.50 7.60
H -15.15 -4.20 7.60
O -8.47 -10.52 3.27
C -7.60 -11.02 4.03
O -7.76 -10.97 5.35
C -6.71 -11.76 6.01
C -5.84 -12.33 4.95
C -6.44 -11.89 3.62
H -6.98 -12.56 6.71
H -5.98 -11.05 6.40
H -5.96 -13.41 4.96
H -4.78 -12.10 5.06
H -6.90 -12.59 2.93
H -5.69 -11.31 3.08
O -8.84 -3.19 6.56
C -7.70 -2.72 6.35
O -6.89 -2.36 7.32
C -5.78 -1.63 6.81
C -5.75 -1.75 5.30
C -7.14 -2.39 4.99
H -4.83 -1.89 7.28
H -5.88 -0.57 7.01
H -5.06 -2.49 4.89
H -5.50 -0.79 4.85
H -7.31 -3.25 4.34
H -7.79 -1.65 4.53
C -4.67 -7.54 2.14
Cl -3.31 -8.12 3.07
Cl -5.60 -8.85 1.41
H -5.27 -6.96 2.83
H -4.14 -6.89 1.44
C -14.30 -8.43 3.50
Cl -14.20 -7.33 2.18
Cl -14.34 -10.14 2.94
H -13.45 -8.20 4.14
H -15.24 -8.22 4.00
C -0.79 -3.91 7.15
Cl 0.24 -3.91 8.54
Cl -2.13 -5.08 7.29
H -1.20 -2.91 7.01
H -0.23 -4.17 6.24
C -10.27 -0.47 2.15
Cl -10.25 1.14 2.93
Cl -11.92 -0.85 1.77
H -9.65 -0.40 1.26
H -9.88 -1.19 2.86
C -12.40 -0.09 5.94
Br -11.88 -1.72 6.98
Br -13.04 1.48 7.08
Br -13.93 -0.58 4.72
H -11.66 0.44 5.33
C -11.29 -13.15 3.69
Br -10.94 -12.68 1.82
Br -11.64 -11.37 4.53
Br -9.82 -14.22 4.52
H -12.22 -13.73 3.65
C -5.76 -10.64 9.71
Br -4.29 -10.61 8.36
Br -6.39 -12.54 9.98
Br -7.23 -9.41 9.34
H -5.40 -10.22 10.65

Stability check: which of them is least stable? run 2.

Run 1
9
Properties=species:S:1:pos:R:3 method="wB97M-V/def2-TZVPD" homo_lumo_gap_ev="9.26 / 9.25" e_lumo_ha="0.01339 / 0.01336" charge=0 homo_energy_ev="-8.89 / -8.89" spin_multiplicity=1
N 1.01 -0.09 -0.15
N 0.56 -0.72 -1.19
N 0.30 1.02 0.13
C -1.32 0.35 0.22
N -1.52 -0.68 -0.37
H 1.37 -0.63 0.64
H 0.87 -1.69 -1.13
H 0.61 1.38 1.03
H -1.88 1.05 0.81

Run 2
9
Properties=species:S:1:pos:R:3 method="wB97M-V/def2-TZVPD" homo_lumo_gap_ev=8.81 e_lumo_ha=0.00023 charge=0 homo_energy_ev=-8.80 spin_multiplicity=1
N 1.04 -0.73 -0.80
C -1.28 -0.48 0.85
N 1.15 0.51 -0.97
N -0.21 0.09 1.13
N 0.47 1.23 -0.17
H 1.46 -1.25 -1.58
H 0.90 2.13 0.01
H -1.60 -0.76 -0.16
H -1.93 -0.74 1.70

Stability check: which of them is least stable? run 2.